No. 1
Below is C45H41GeN9O6STeV as an isolated structure at a distorted geometry, with properties calculated with the ωB97M-V functional and the def2-TZVPD basis.

Structure (XYZ):
```
105
Properties=species:S:1:pos:R:3:forces:R:3
V 8.6423 -1.5854 19.1290 0.35 0.12 -0.12
O 10.5904 -1.2476 19.0272 -0.80 0.51 -0.80
C 10.9699 -0.0317 18.6555 0.35 1.65 1.55
C 12.1380 0.1877 17.8677 -0.39 -0.52 0.15
C 12.5763 1.4542 17.5242 -2.06 0.80 1.24
C 11.8824 2.6217 18.0142 0.91 -0.27 -1.53
C 10.7876 2.4513 18.8064 -1.08 -1.10 0.33
C 10.3401 1.1661 19.2012 0.16 -1.44 -0.45
C 9.2713 1.0118 20.2173 0.56 0.56 0.29
N 8.5211 -0.0444 20.5112 0.69 -0.15 -0.53
C 7.8092 0.1992 21.6595 0.19 1.03 -0.18
C 8.0928 1.4970 22.0455 -1.22 0.62 0.57
N 9.0376 1.9601 21.1692 0.41 0.54 -1.41
H 12.6487 -0.7212 17.5309 -0.13 0.47 -0.13
H 13.3082 1.5885 16.7804 1.18 -0.02 -0.54
H 12.1197 3.6316 17.6017 -0.06 -1.01 0.48
H 10.0775 3.2429 18.9934 0.29 0.58 0.28
H 7.1998 -0.6101 22.0381 -0.18 0.47 0.21
H 7.5840 2.2739 22.6719 0.65 -1.46 -0.21
H 9.4132 2.9075 21.0486 -0.38 -0.78 0.53
N 5.2215 -0.4520 19.7716 0.43 2.17 -0.16
C 5.2983 -1.6975 19.3866 -0.35 -2.26 -0.20
N 4.1184 -2.3804 19.4101 1.52 0.32 0.22
C 4.2446 -3.6776 19.1852 -0.06 0.42 -0.34
N 3.1578 -4.4261 19.3584 -0.55 1.58 0.20
N 5.3269 -4.2809 18.6970 1.22 0.00 -0.50
C 6.4010 -3.5225 18.5747 -0.11 -0.20 1.12
N 6.5331 -2.2365 19.0337 -1.65 -0.87 -0.57
C 7.5993 -4.1516 17.9231 -0.35 3.26 0.46
C 7.5635 -5.3021 17.2181 -2.63 -1.33 1.64
C 8.6071 -5.6778 16.4665 1.87 0.74 -1.66
C 9.6048 -4.7294 16.2348 0.26 -0.08 0.70
C 9.6120 -3.5710 17.0099 -0.86 -0.90 0.05
N 8.6236 -3.2782 17.8638 0.84 -0.74 -0.97
H 4.2966 -0.0818 19.8766 -0.50 -0.41 0.27
H 5.7526 0.1962 19.1858 0.91 0.17 0.06
H 2.4219 -3.9201 19.8245 -0.23 -0.62 0.05
H 3.2504 -5.3966 19.3256 -0.11 -1.41 0.10
H 6.6643 -5.9206 17.3702 0.58 0.24 -0.23
H 8.5876 -6.6239 15.9896 0.17 -0.69 -0.54
H 10.4627 -4.8039 15.5771 -0.12 -0.49 -0.14
H 10.4605 -2.9456 16.9203 0.51 0.99 0.12
C 8.9623 0.3641 13.7764 -0.07 1.96 0.14
C 10.1865 0.8322 14.2217 0.44 0.57 1.02
C 11.2338 -0.0714 14.4217 -0.74 1.15 0.40
C 11.1306 -1.4326 14.1505 0.95 0.22 1.01
C 9.9010 -1.8759 13.7070 0.20 1.26 -0.61
C 8.8811 -0.9629 13.4588 -1.66 -1.19 -0.67
Ge 12.7595 -2.6543 14.3838 -0.32 0.54 0.82
C 14.0760 -1.0659 14.8081 -0.74 -0.65 -0.85
C 14.2229 -0.1172 13.7897 0.19 0.44 -0.83
C 15.1666 0.9002 13.8887 0.52 0.78 -0.38
C 16.0318 0.9821 14.9965 0.53 -0.21 -1.20
C 15.8912 0.0372 15.9944 0.06 0.47 0.06
C 14.8821 -0.9346 15.9183 1.12 -0.59 0.84
C 13.1016 -2.5978 12.4290 -0.08 0.07 -0.20
C 14.1892 -3.2617 11.9421 3.33 -1.57 0.42
C 14.6611 -3.3159 10.6293 -1.75 0.49 -0.18
C 13.9247 -2.6272 9.6605 0.38 0.32 -0.06
C 12.8854 -1.8383 10.1279 -0.01 -0.11 0.33
C 12.4496 -1.8634 11.4644 0.46 -0.52 -1.71
H 8.1318 1.1134 13.7211 0.55 -1.09 -0.34
H 10.3429 1.9018 14.5433 -0.29 -1.18 -0.48
H 12.0781 0.3938 14.9038 0.45 -0.40 -0.23
H 9.8221 -2.8812 13.3884 -0.42 -1.07 -0.19
H 7.9626 -1.2985 12.9532 0.28 -0.10 0.46
H 13.6465 -0.2385 12.8373 0.52 0.36 1.08
H 15.3434 1.6504 13.0805 -0.40 -0.83 0.49
H 16.9614 1.5960 14.8795 -1.13 -0.25 0.58
H 16.6184 0.0781 16.7980 -0.18 -0.33 0.21
H 14.9227 -1.7074 16.7090 -0.45 0.39 -0.43
H 14.9047 -3.7702 12.6379 -0.95 0.24 -0.19
H 15.5021 -3.9236 10.4056 0.65 -0.36 -0.26
H 14.1217 -2.6096 8.5719 0.27 -0.14 0.80
H 12.4655 -1.1386 9.4319 -0.69 0.08 -0.25
H 11.5379 -1.3943 11.6572 -1.16 1.15 0.55
O 6.5633 0.9917 17.8073 1.25 -0.91 -0.25
C 7.5983 0.5604 17.2493 -0.86 -0.03 1.28
O 8.3445 -0.4464 17.5796 -0.98 0.93 -0.34
H 7.9212 1.1171 16.3896 0.54 0.12 -0.79
C 10.7660 -1.0574 25.5546 -1.16 -0.49 1.27
Te 12.3955 -0.7251 24.3042 0.87 0.04 -0.11
C 11.1796 0.1341 22.8022 0.85 -1.79 -1.53
H 10.2721 -0.0974 25.8173 -0.09 -0.70 -0.72
H 11.0435 -1.4309 26.5551 0.39 -0.07 -0.52
H 10.1206 -1.8555 25.1113 0.15 1.06 0.33
H 11.6737 0.9705 22.3576 0.10 0.74 0.00
H 10.2517 0.3329 23.2514 -1.14 0.64 0.51
H 11.0156 -0.5994 21.9752 0.09 0.44 0.69
O 5.5439 -4.7437 22.6322 0.44 0.82 0.64
S 6.5902 -3.8604 23.1245 0.73 -1.60 -1.74
O 6.4062 -3.0587 24.2754 -0.98 1.04 1.23
N 7.1917 -3.0023 21.8933 1.10 0.13 -1.01
C 8.4376 -3.3756 21.5305 -2.28 0.67 -0.15
O 9.0215 -2.9323 20.4951 0.06 -0.83 1.38
C 9.0166 -4.3888 22.4362 -1.01 -0.52 1.09
C 10.2669 -4.9098 22.4852 1.10 -0.83 -0.70
C 10.6023 -5.7851 23.5279 2.12 -0.11 -0.92
C 9.6866 -6.0869 24.4711 -1.27 -0.60 2.64
C 8.3684 -5.5562 24.5142 1.63 -0.01 -2.15
C 8.0704 -4.7713 23.4173 0.36 0.23 0.33
H 10.9463 -4.7772 21.6508 0.16 0.45 0.22
H 11.6547 -6.2220 23.6145 -1.68 0.68 -0.30
H 9.9921 -6.7257 25.3124 -0.13 0.19 -0.42
H 7.6749 -5.7853 25.2837 -0.47 -0.14 0.48
```
Forces are in eV/Å.

Output
Spin multiplicity = 3
Energy = -6370.96553 Eh
Orbital gap (alpha / beta) = 5.2 / 5.2 eV
Relative energy (zero: lowest compared OMol25 entry of this formula, charge and spin) = 1.7163 eV
Strongest force on any atom = 3.7 eV/Å
Charge = -1

---

No. 2
Below is C45H41N4O3P2PbS as an isolated structure, with properties calculated with the ωB97M-V functional and the def2-TZVPD basis.

Structure (XYZ):
```
97
Properties=species:S:1:pos:R:3:forces:R:3
Pb -0.5766 -0.0623 -0.2186 -0.01 -0.21 -0.53
N 2.6421 0.3806 0.7787 -0.01 0.01 0.04
C 3.2513 -0.6896 1.4146 0.13 0.10 0.02
C 4.1316 -0.4448 2.4792 -0.03 -0.01 -0.03
C 4.7772 -1.4796 3.1219 0.01 -0.05 0.01
C 4.5723 -2.7961 2.7162 0.00 0.08 0.01
C 3.6840 -3.0437 1.6882 -0.02 -0.05 0.00
C 2.9905 -2.0168 1.0399 0.03 -0.11 0.02
P 1.6831 -2.3851 -0.1800 -0.11 0.02 0.20
C 2.5769 -2.7041 -1.7344 0.04 0.07 -0.03
C 1.8307 -2.9917 -2.8790 0.01 0.05 0.00
C 2.4673 -3.2147 -4.0902 0.00 0.00 -0.01
C 3.8496 -3.1211 -4.1822 0.00 0.00 0.00
C 4.5936 -2.8004 -3.0557 0.00 0.00 0.00
C 3.9614 -2.5982 -1.8353 0.03 -0.03 -0.01
C 1.1486 -4.0487 0.3670 0.05 -0.01 -0.04
C 0.7272 -4.1856 1.6905 -0.06 0.00 0.03
C 0.2333 -5.3900 2.1579 0.00 -0.01 0.00
C 0.1392 -6.4832 1.3038 0.01 0.00 0.00
C 0.5496 -6.3572 -0.0133 0.00 -0.01 0.01
C 1.0554 -5.1483 -0.4788 -0.02 -0.01 -0.03
H 3.0142 1.2814 1.0356 -0.01 0.02 0.00
H 2.5057 0.3111 -0.2233 -0.11 0.01 -0.05
H 4.3158 0.5815 2.7773 0.01 0.01 0.01
H 5.4574 -1.2593 3.9350 0.01 0.00 0.01
H 5.0892 -3.6126 3.2009 0.01 0.00 0.01
H 3.4959 -4.0672 1.3867 0.02 0.02 0.01
H 0.7481 -2.9907 -2.8395 -0.03 -0.01 0.00
H 1.8747 -3.4357 -4.9689 0.00 0.00 -0.01
H 4.3449 -3.2886 -5.1303 0.00 0.00 -0.01
H 5.6710 -2.7156 -3.1212 0.01 0.00 0.00
H 4.5520 -2.3605 -0.9594 0.00 0.00 0.01
H 0.7834 -3.3388 2.3642 0.00 0.01 0.00
H -0.0900 -5.4711 3.1879 0.00 -0.01 0.00
H -0.2509 -7.4258 1.6661 0.00 0.00 0.00
H 0.4871 -7.2026 -0.6869 0.00 -0.01 0.00
H 1.3791 -5.0766 -1.5084 0.01 0.03 -0.01
O 1.3539 0.3419 -1.7234 -0.06 -0.01 0.08
N 1.1066 0.6008 -2.9960 0.00 -0.05 0.01
C 2.0298 0.1974 -3.8933 -0.04 0.01 -0.08
C 1.8501 0.4013 -5.2330 0.06 -0.04 0.04
C 0.6763 1.0211 -5.6608 -0.04 0.02 -0.05
C -0.2531 1.4185 -4.7346 -0.01 0.02 0.02
C -0.0482 1.2221 -3.3607 0.10 0.01 0.05
S -1.1595 1.7450 -2.1678 -0.10 -0.03 0.01
H 2.8879 -0.2874 -3.4543 0.02 -0.04 0.01
H 2.6100 0.0668 -5.9233 0.00 0.00 -0.01
H 0.4944 1.1829 -6.7148 0.00 0.00 0.00
H -1.1779 1.8914 -5.0296 0.00 0.01 0.00
C -0.2719 -0.7678 5.6555 0.02 0.00 0.00
C -1.5997 -0.6267 5.2757 -0.02 0.01 0.00
C -1.9405 0.2269 4.2340 -0.03 0.02 0.04
C -0.9546 0.9467 3.5603 0.00 -0.09 -0.04
C 0.3777 0.7861 3.9429 0.01 -0.03 -0.03
C 0.7177 -0.0588 4.9885 0.01 -0.02 0.03
P -1.2779 2.0084 2.1097 0.20 0.22 -0.06
C -1.7244 3.6251 2.8226 -0.08 -0.07 0.09
C -1.6952 3.9084 4.1837 0.00 0.00 0.03
C -2.0197 5.1792 4.6424 0.00 0.01 0.01
C -2.3837 6.1718 3.7467 0.00 0.00 -0.02
C -2.4137 5.8958 2.3845 0.00 0.02 0.02
C -2.0775 4.6344 1.9250 0.02 0.01 -0.02
C -2.8641 1.3751 1.4807 -0.15 0.05 0.05
C -4.1218 1.7858 1.9383 0.00 0.02 0.00
C -5.2674 1.2303 1.3948 0.02 -0.03 -0.02
C -5.1736 0.2658 0.3953 -0.04 -0.01 -0.02
C -3.9328 -0.1531 -0.0662 0.03 0.01 -0.02
C -2.8029 0.4251 0.4794 0.10 0.08 0.20
H -0.0078 -1.4387 6.4626 0.00 -0.01 0.00
H -2.3734 -1.1869 5.7847 0.00 -0.01 0.00
H -2.9768 0.3193 3.9322 0.00 0.00 0.00
H 1.1553 1.3066 3.3956 0.00 0.01 -0.02
H 1.7565 -0.1810 5.2668 0.01 0.00 0.00
H -1.4212 3.1374 4.8933 0.00 -0.01 -0.01
H -1.9928 5.3887 5.7041 0.00 0.00 0.00
H -2.6412 7.1597 4.1054 0.00 0.01 0.00
H -2.6916 6.6679 1.6789 0.00 0.01 0.00
H -2.0891 4.4286 0.8600 0.00 -0.02 0.00
H -4.1973 2.5386 2.7152 0.01 0.01 0.00
H -6.2397 1.5485 1.7478 -0.01 0.01 0.00
H -6.0745 -0.1528 -0.0365 -0.01 0.00 0.00
H -3.8564 -0.8899 -0.8569 0.00 -0.03 -0.01
C -3.0497 -4.1767 0.6932 -0.02 -0.02 0.00
C -2.1249 -3.0974 0.2225 0.07 0.02 -0.10
N -1.5543 -2.2888 1.0326 -0.07 0.01 0.10
O -1.9428 -2.4891 2.3629 0.02 -0.03 -0.06
C -1.8456 -2.9501 -1.2140 0.07 -0.02 0.10
C -2.1942 -4.0452 -2.1742 0.01 -0.04 -0.04
N -1.2925 -1.8412 -1.6356 -0.09 0.00 0.03
O -1.0342 -1.6567 -2.8741 0.04 0.06 0.00
H -3.6990 -3.7963 1.4799 0.01 0.01 -0.01
H -2.4641 -4.9954 1.1186 0.00 0.00 0.01
H -3.6496 -4.5667 -0.1238 -0.01 -0.01 0.00
H -1.5474 -1.7394 2.8256 0.00 0.02 0.04
H -1.8739 -5.0195 -1.7987 0.00 0.01 0.03
H -1.7037 -3.8423 -3.1235 0.01 0.00 0.00
H -3.2702 -4.0997 -2.3631 0.00 0.03 -0.02
```
Forces are in eV/Å.

Output
Spin multiplicity = 2
Energy = -3457.73191 Eh
Orbital gap (alpha / beta) = 7.6 / 5.7 eV
Relative energy (zero: lowest compared OMol25 entry of this formula, charge and spin) = 0.0000 eV
Strongest force on any atom = 0.6 eV/Å
Charge = 0

---

> relative energy (zero: lowest compared OMol25 entry of this formula, charge and spin) of number 1 (C45H41GeN9O6STeV)?

1.7163 eV